1.
Here is C23H37NiO3 as an isolated structure in a non-equilibrium geometry from the Open Molecules 2025 dataset. Energies are from wB97M-V/def2-TZVPD.

Results
E_tot	-71631.9949	eV
energy above the lowest of the compared OMol25 structures with the same formula, charge and spin	0.0	kcal per mole
total charge	-1
lowest unoccupied orbital energy (spin up / spin down)	0.08202 / 0.08200	Eh
HOMO energy (spin up / spin down)	0.0089 / -0.1043	hartree
2S+1	3
max |F|	2.6	eV/Å
HOMO-LUMO gap (spin up / spin down)	1.99 / 5.07	eV

Element x y z (Å)
O 0.2242 0.1131 -5.3013
C 0.1601 1.4472 -5.9027
C 0.1000 0.9194 -7.3332
H 1.0625 2.0274 -5.6651
H -0.7461 1.9804 -5.5825
C 0.2105 -0.4707 -6.6394
H 0.9418 1.2038 -7.9715
H -0.8750 1.0592 -7.8105
C 1.4980 -1.2134 -6.9415
H 2.3653 -0.5511 -6.8318
H 1.4680 -1.5756 -7.9773
H 1.5847 -2.0820 -6.2752
C -1.0079 -1.3429 -6.8744
H -1.9323 -0.7931 -6.6533
H -0.9564 -2.2394 -6.2443
H -1.0164 -1.6503 -7.9282
Ni -1.2205 -1.1414 1.9367
C -2.9476 -0.3241 2.7918
C -1.8890 0.6392 2.7976
C -1.4589 0.8438 1.4495
H -1.5426 1.1769 3.6730
C -2.2022 -0.0515 0.6127
C -3.1401 -0.7501 1.4416
H -3.8914 -1.4475 1.0817
H -3.5438 -0.6380 3.6465
H -0.7154 1.5501 1.1096
H -2.1265 -0.1303 -0.4666
C 0.9583 -0.8765 3.8230
C -0.0343 -1.8506 3.1779
C 0.4077 -2.0602 1.8150
H -0.4718 -2.6036 3.8358
C 1.4718 -1.0972 1.5388
C 1.7316 -0.3536 2.6528
H 2.4152 0.4772 2.7940
H 1.6148 -1.4811 4.4807
H 0.1967 -2.9658 1.2424
H 1.9860 -1.0252 0.5861
O 1.8539 0.8142 -1.4873
C 0.7087 0.0405 -1.9843
C -0.3511 1.0171 -2.5440
H 0.2996 -0.5375 -1.1347
H 1.0611 -0.7072 -2.7321
C 0.4226 2.3457 -2.6477
H -1.1596 1.1011 -1.8120
H -0.7283 0.6947 -3.5087
C 1.3955 2.2066 -1.4857
H -0.2176 3.2330 -2.6224
H 0.9802 2.3470 -3.5891
H 0.8516 2.3930 -0.5447
H 2.2657 2.8681 -1.5383
C 1.5888 -0.5902 6.5936
C 0.2979 -0.0274 5.9974
C -0.8652 -0.9518 6.3106
C 0.0932 1.3760 6.5563
O 0.3961 0.2019 4.5757
H 1.5631 -0.4512 7.6836
H 2.4633 -0.0583 6.1951
H 1.6840 -1.6691 6.4067
H -1.0606 -0.9511 7.3905
H -1.7627 -0.6132 5.7839
H -0.6210 -1.9736 5.9989
H 0.9678 1.9881 6.2902
H -0.8039 1.8260 6.1131
H -0.0022 1.3550 7.6473

Cartesian forces, eV/Å:
O 0.022 0.558 -1.335
C -0.018 0.149 0.496
C -0.071 -0.533 0.574
H -0.323 -0.099 -0.005
H 0.342 -0.029 0.100
C 0.043 -0.026 -0.608
H -0.288 -0.097 0.019
H 0.349 0.116 -0.122
C -0.085 -0.102 0.026
H -0.149 -0.218 0.111
H 0.048 0.042 0.158
H 0.154 0.238 -0.105
C 0.053 -0.099 0.146
H 0.221 -0.162 -0.011
H -0.111 0.151 -0.102
H -0.089 0.008 0.191
Ni -1.355 -0.309 -0.176
C -0.557 1.027 -0.068
C -1.343 0.796 -0.157
C -0.655 -0.009 -0.006
H 0.128 -0.315 -0.334
C -0.883 1.076 -0.672
C -0.405 0.335 -0.227
H 0.241 0.024 0.155
H 0.331 -0.025 -0.200
H 0.152 -0.212 0.145
H -0.075 -0.011 0.242
C -0.219 -0.982 -0.840
C 1.632 -0.589 1.952
C 2.320 -0.811 -0.613
H 0.204 -0.204 -0.329
C -0.085 -0.993 -0.150
C 0.135 0.212 0.278
H 0.049 -0.129 -0.268
H -0.064 0.405 0.076
H 0.317 0.165 -0.019
H -0.154 0.157 0.038
O -1.395 1.069 -1.011
C 0.307 -0.652 0.399
C 0.474 0.163 0.427
H 0.137 0.271 -0.225
H -0.039 0.741 0.330
C 0.177 -0.642 -0.142
H 0.021 0.122 -0.225
H -0.175 -0.099 0.206
C 0.105 -0.664 0.462
H 0.127 -0.098 0.190
H 0.029 0.134 0.133
H 0.240 0.018 -0.095
H -0.044 -0.226 0.010
C 0.115 -0.212 0.307
C 0.317 0.476 -0.689
C -0.152 -0.044 0.137
C -0.052 0.110 -0.045
O 0.331 -0.038 1.376
H 0.020 0.007 -0.109
H -0.190 -0.193 0.057
H 0.129 0.373 0.078
H -0.015 -0.075 -0.076
H 0.102 -0.112 0.037
H -0.178 0.174 0.006
H -0.306 -0.109 0.058
H 0.177 -0.026 0.121
H -0.077 0.028 -0.073

Atom charges from the Mulliken analysis, given in e for atoms 1 to 6: number 1, O, carries -0.361; number 2, C, carries -0.468; number 3, C, carries -0.825; number 4, H, carries 0.274; number 5, H, carries 0.294; number 6, C, carries 1.509


2.
Here is a 3-piece molecular cluster, C23H38Br2F10IN3O6S overall in a non-equilibrium geometry from the Open Molecules 2025 dataset. Energies are from wB97M-V/def2-TZVPD.

Results
E_tot	-227413.8592	eV
lowest unoccupied orbital energy	0.01573	Eh
HOMO energy	-0.3246	hartree
max |F|	3.4	eV/Å
HOMO-LUMO gap	9.26	eV

Element x y z (Å)
C 2.1763 -0.4901 2.3297
C 2.5776 -1.9804 2.2918
C 2.0053 -2.8021 1.1378
F 0.6290 -2.5974 1.2588
C 2.4759 -2.5217 -0.3172
O 2.2754 -1.2010 -0.7021
C 1.0331 -0.5584 -0.7731
C 1.2374 0.9617 -0.6932
Br 2.5382 1.6213 -1.9670
C -0.1605 1.5757 -0.9061
C -0.6195 1.6150 -2.3778
Br -0.1717 3.3634 -0.1131
C 1.8001 -3.6116 -1.2185
F 2.6896 -4.5903 -1.5251
F 0.8680 -4.3451 -0.5704
C 1.1055 -3.2156 -2.5590
F 1.6885 -2.2322 -3.2103
F 1.2468 -4.2710 -3.3974
C -0.4464 -2.9787 -2.5185
F -0.9434 -2.5995 -1.3487
F -0.7140 -1.9987 -3.3806
C -1.3068 -4.1894 -3.0211
F -1.3082 -4.2929 -4.3078
F -1.0193 -5.3069 -2.4227
F -2.5584 -3.8940 -2.6793
C 4.1007 -2.6462 -0.4064
C 4.6061 -3.8104 0.4748
C 5.8689 -4.6591 0.2384
C 5.9881 -5.4194 -1.0854
I 7.8093 -3.8098 0.6774
N 4.5296 -1.3889 0.1991
O 5.6734 -1.5198 0.9747
S 4.7834 -2.4277 -2.1154
C 4.5672 -3.6591 -3.3902
O 6.1984 -2.2708 -1.9071
O 4.3244 -1.2187 -2.7382
H 1.1553 -0.3151 2.0196
H 2.3582 -0.1364 3.3419
H 2.8936 0.0385 1.7069
H 2.1474 -2.4087 3.1983
H 3.6526 -2.0121 2.4287
H 2.1375 -3.8482 1.3955
H 0.5460 -0.6916 -1.7417
H 0.2629 -0.7607 -0.0308
H 1.5553 1.2742 0.2921
H -0.8935 0.9877 -0.3651
H 0.0598 1.1186 -3.0639
H -0.8093 2.6461 -2.6482
H -1.5801 1.1114 -2.4693
H 4.6169 -3.5798 1.5302
H 3.8263 -4.5767 0.4601
H 5.7977 -5.4402 0.9856
H 6.5286 -6.3407 -0.8887
H 6.4913 -4.8588 -1.8627
H 4.9835 -5.7379 -1.3731
H 4.7197 -0.6629 -0.4877
H 5.6736 -0.8415 1.6620
H 5.4591 -3.6123 -4.0057
H 3.7454 -3.3729 -4.0372
H 4.4121 -4.6932 -3.1093
C -5.8746 4.4589 0.7350
N -4.8226 3.7286 0.0455
C -4.1938 2.6003 0.7071
C -4.4083 4.0620 -1.1886
O -3.5328 3.4848 -1.8082
H -5.4839 4.8658 1.6587
H -6.6998 3.7739 0.9583
H -6.2436 5.2720 0.1190
H -3.1224 2.7835 0.8071
H -4.3337 1.6980 0.1084
H -4.6329 2.4560 1.6916
H -4.9447 4.9316 -1.6050
C -8.2610 7.9455 4.4569
N -7.2148 7.2148 3.7678
C -6.5860 6.0853 4.4323
C -6.8048 7.5486 2.5301
O -5.9325 6.9720 1.9058
H -7.8677 8.3617 5.3865
H -9.0885 7.2721 4.6889
H -8.6301 8.7578 3.8345
H -5.5146 6.2663 4.5298
H -6.7290 5.1825 3.8372
H -7.0227 5.9438 5.4176
H -7.3433 8.4175 2.1154

Cartesian forces, eV/Å:
C 1.140 -0.534 -0.151
C -0.432 0.847 0.499
C 0.369 0.222 1.037
F -0.270 0.049 -0.548
C 0.454 -0.175 0.211
O -0.302 -0.288 -0.028
C -0.510 1.536 -0.751
C -0.885 -0.184 0.277
Br 0.052 -0.063 0.217
C 0.480 0.018 -1.006
C -0.632 0.047 0.488
Br -0.103 -0.118 0.057
C -0.417 -0.542 -0.214
F 0.958 0.298 -0.350
F -0.777 0.281 0.536
C -0.380 -0.633 -0.399
F 0.521 1.156 0.220
F -0.048 -0.773 -0.078
C -0.162 -0.342 -0.557
F 0.216 -0.045 0.920
F -0.038 0.674 -0.622
C -0.764 1.352 1.335
F 0.700 -0.484 -1.744
F 0.781 -1.355 0.337
F -0.952 0.333 0.332
C -0.742 0.690 1.667
C -0.048 -1.471 -0.528
C 0.341 -0.035 -0.453
C -0.384 -0.120 0.555
I -0.155 -0.123 0.107
N -0.554 0.807 -0.052
O 1.315 -0.513 0.141
S 2.408 1.243 -2.018
C -0.671 -0.878 -0.441
O 0.651 -1.500 1.043
O -1.957 0.228 0.314
H -0.140 0.115 0.088
H -0.345 0.110 0.122
H -0.300 0.298 -0.304
H -0.046 -0.405 -0.082
H 0.080 -0.351 -0.306
H 0.180 -0.197 -0.286
H 0.220 -0.395 -0.127
H 0.508 -0.627 0.388
H 0.432 -0.132 0.042
H 0.056 0.104 0.477
H 0.266 0.201 0.025
H 0.179 0.044 -0.418
H -0.112 -0.005 0.056
H 0.090 0.873 -0.001
H 0.038 -0.071 -0.386
H -0.018 0.113 0.359
H 0.316 0.012 -0.115
H -0.090 0.059 -0.136
H 0.001 0.083 -0.261
H -0.229 -0.085 -0.168
H -0.567 0.041 -0.147
H 0.354 0.310 0.277
H -0.225 0.256 0.213
H 0.096 0.107 0.363
C 0.203 -0.765 -0.082
N -0.195 0.081 -0.017
C 0.118 0.055 -0.231
C 0.030 0.068 -0.096
O 0.030 -0.118 0.017
H -0.070 0.093 0.036
H -0.058 0.092 0.002
H 0.091 0.040 -0.011
H 0.002 -0.086 0.039
H 0.045 -0.048 0.076
H -0.045 0.057 -0.017
H -0.008 -0.008 0.042
C 0.168 -0.232 0.069
N -0.121 0.094 0.033
C 0.106 0.068 -0.235
C 0.043 0.140 -0.132
O -0.127 0.373 0.317
H -0.113 0.056 0.017
H -0.062 0.101 0.047
H 0.039 -0.017 -0.039
H 0.000 -0.091 0.040
H 0.038 -0.052 0.082
H -0.041 0.052 -0.016
H -0.016 -0.015 0.029

Atom charges from the Mulliken analysis, given in e for atoms 1 to 6: number 1, C, carries -1.229; number 2, C, carries -1.050; number 3, C, carries -0.164; number 4, F, carries -0.418; number 5, C, carries 0.726; number 6, O, carries -0.199


> What is the max |F| in the second record?

3.4 eV/Å


> Among the records above, which one has the lowest E_tot?

C23H38Br2F10IN3O6S